Computed, not measured: a 15-piece molecular cluster, C55H121N12O15 overall, with ωB97M-V/def2-TZVPD.

```
203
Properties=species:S:1:pos:R:3:forces:R:3
C 19.3853 -16.3472 0.0613 0.438 0.493 0.876
C 19.8604 -17.8185 0.3871 -2.683 0.481 0.727
C 20.1718 -18.4645 -0.9510 0.401 -0.487 0.473
C 21.4433 -17.9641 -1.5953 0.339 -0.109 0.674
C 22.5950 -18.0573 -0.5951 0.353 -0.681 -0.437
C 22.4338 -17.4673 0.8528 0.783 -0.625 -0.885
N 21.1109 -17.8500 1.3361 -2.576 -1.019 7.211
O 20.9173 -18.1183 2.6985 1.258 1.627 -9.075
C 22.4390 -15.9303 0.7964 0.632 1.413 0.050
C 23.5792 -18.0193 1.7255 0.025 0.976 0.314
C 18.6539 -18.6435 1.1312 2.413 0.590 -0.191
H 18.3116 -16.3133 -0.1234 0.020 -0.531 0.241
H 19.8308 -15.8858 -0.8200 0.372 -0.490 -0.063
H 19.5656 -15.6545 0.8834 -0.144 -0.128 0.217
H 19.3226 -18.3592 -1.6262 -0.210 0.087 0.300
H 20.2439 -19.5184 -0.6823 0.275 -0.281 -0.645
H 21.4337 -16.9488 -1.9917 -0.634 0.047 0.012
H 21.6282 -18.6204 -2.4458 0.337 0.007 -0.023
H 23.4660 -17.6434 -1.1030 0.235 0.470 0.572
H 22.8981 -19.0949 -0.4554 -0.281 -0.237 0.046
H 23.4782 -15.6675 0.5984 0.167 -0.191 -0.243
H 22.2619 -15.3675 1.7129 -0.292 -0.641 0.474
H 21.8435 -15.4384 0.0273 -0.138 -0.564 -0.160
H 23.4295 -17.7239 2.7639 -0.138 -0.505 0.128
H 24.5066 -17.4959 1.4927 -0.107 0.263 -0.496
H 23.8281 -19.0678 1.5615 -0.601 -0.041 0.285
H 19.0576 -19.6542 1.1916 -0.204 -0.171 0.297
H 17.7094 -18.7135 0.5918 0.338 0.546 -0.365
H 18.5136 -18.2453 2.1361 -0.171 -0.002 -0.168
O 26.0255 -20.4089 2.5138 -1.236 -0.144 -0.188
C 26.9300 -19.6279 2.7472 1.489 0.359 -0.998
N 27.2026 -19.2869 3.9881 1.163 0.807 1.540
C 27.7881 -19.0323 1.6034 -1.155 0.176 0.442
H 26.6119 -19.5286 4.7709 -0.414 -0.175 -0.116
H 28.0523 -18.8053 4.2448 -0.201 0.075 -0.375
H 28.1841 -18.0417 1.8270 0.286 -0.226 0.295
H 27.0516 -18.8336 0.8248 0.158 -0.253 -0.238
H 28.5515 -19.7115 1.2240 -0.108 -0.034 0.198
O 17.4909 -19.9262 -2.8712 1.773 -0.708 1.055
C 16.8395 -19.0822 -3.4321 0.559 0.174 -1.645
N 15.5485 -19.0197 -3.1365 -1.770 1.240 -0.390
C 17.4624 -18.2913 -4.6045 -0.232 0.296 -0.358
H 15.1727 -19.6755 -2.4666 0.172 0.055 -0.168
H 14.9050 -18.4775 -3.6950 0.098 -0.048 0.219
H 17.2834 -18.8382 -5.5303 0.082 -0.579 0.141
H 18.5402 -18.1599 -4.5090 -0.108 -0.385 0.397
H 17.1082 -17.3071 -4.9111 -0.568 0.178 0.812
O 25.4448 -23.6319 -0.8082 -1.479 1.103 -0.522
C 25.1866 -22.7129 -0.0065 0.218 -2.416 -2.706
N 26.0043 -22.6210 0.9953 1.013 1.547 3.062
C 24.0189 -21.7377 -0.1090 -0.254 0.155 0.347
H 26.8115 -23.2177 1.1074 -0.412 -0.143 -0.484
H 25.9209 -21.8403 1.6307 0.194 -0.080 0.040
H 24.0202 -20.9798 0.6744 0.477 0.007 0.127
H 23.0607 -22.2362 0.0377 0.108 -0.443 -0.286
H 23.9916 -21.2016 -1.0576 0.240 -0.298 -0.104
O 25.6282 -19.9111 -2.6626 0.488 1.104 1.084
C 25.2752 -20.6906 -3.5225 -2.137 1.946 0.332
N 25.8502 -21.8591 -3.6452 0.443 -1.899 -1.267
C 24.0868 -20.2584 -4.4442 1.240 -1.171 0.181
H 26.6040 -22.1147 -3.0234 -0.214 0.059 0.022
H 25.6134 -22.4919 -4.3960 -0.004 0.029 0.302
H 23.4785 -21.1269 -4.6968 0.080 0.055 -0.430
H 24.6287 -19.8439 -5.2943 -0.530 -0.016 -0.437
H 23.4273 -19.4978 -4.0264 0.514 -0.086 0.366
O 24.3622 -15.0914 3.6141 0.442 -0.575 -0.819
C 25.3758 -15.5830 4.1183 -1.834 1.318 1.876
N 26.4047 -16.1220 3.4820 0.290 -0.222 0.962
C 25.4650 -15.5098 5.6690 0.739 -0.538 -1.167
H 27.1702 -16.3218 4.1098 0.101 -0.256 -0.786
H 26.4225 -16.1949 2.4747 0.325 0.149 -0.165
H 24.8684 -16.3044 6.1172 -0.254 0.140 -0.115
H 25.1490 -14.5154 5.9843 0.042 -0.227 0.064
H 26.4952 -15.7284 5.9501 0.065 0.299 0.414
O 26.5175 -16.0549 0.8008 0.602 -0.632 2.413
C 26.4277 -15.8372 -0.3748 -0.489 -0.185 -1.643
N 25.8154 -14.7135 -0.8055 0.307 -0.607 0.141
C 26.9589 -16.8471 -1.3699 -0.265 0.117 -1.129
H 25.3607 -14.7041 -1.7073 -0.098 0.486 -0.763
H 25.4380 -14.1216 -0.0793 0.026 -0.081 -0.041
H 26.6848 -16.5654 -2.3865 0.297 0.213 -0.124
H 26.5626 -17.8598 -1.2959 -0.400 0.080 0.601
H 28.0379 -16.9921 -1.3171 0.031 0.444 0.172
O 24.5762 -19.0649 5.7575 -0.082 0.554 -0.168
C 23.5834 -19.6285 5.2996 1.383 -0.529 1.144
N 23.7453 -20.5172 4.3062 -1.005 -0.003 -0.161
C 22.2414 -19.5317 5.9455 -0.497 -0.232 -0.114
H 24.6692 -20.5925 3.9050 -0.069 -0.213 -0.467
H 22.9493 -21.0320 3.9578 0.403 0.002 -0.089
H 21.8414 -20.5389 6.0623 -0.140 -0.048 -0.123
H 21.5753 -18.9777 5.2841 -0.189 0.138 0.215
H 22.2857 -19.1057 6.9478 0.174 0.278 -0.347
O 20.0991 -24.0417 -2.6456 1.361 -2.755 0.049
C 19.7261 -22.9152 -2.7580 2.991 -0.150 0.705
N 18.5012 -22.6359 -3.0025 -3.583 1.698 -0.955
C 20.6416 -21.7617 -2.4857 -0.188 0.678 0.569
H 18.2302 -21.6636 -2.9663 -0.652 -0.225 -0.300
H 17.8802 -23.3977 -3.2350 -0.036 0.315 0.196
H 21.7036 -22.0059 -2.4614 -0.229 -0.193 -0.447
H 20.3819 -21.5020 -1.4594 0.070 0.314 0.172
H 20.3764 -20.9121 -3.1148 0.331 0.140 -0.027
C 20.7464 -11.9665 -0.2503 -0.934 -0.544 -0.316
C 21.4107 -10.6537 0.1355 1.250 -1.421 -0.050
N 22.8475 -10.8916 0.4043 0.259 -1.180 -0.793
C 23.5778 -9.7032 0.6634 0.848 1.018 0.037
C 23.6825 -8.7317 -0.5243 0.454 0.711 0.267
C 23.1938 -12.0018 1.3133 0.689 -0.014 -0.325
C 24.7597 -12.3057 1.3785 -1.144 0.842 -0.145
H 19.7542 -11.7782 -0.6605 -0.390 0.171 0.397
H 20.6482 -12.7031 0.5471 -0.179 0.268 0.320
H 21.1687 -12.5460 -1.0713 0.804 0.420 -0.096
H 21.2836 -9.9914 -0.7208 0.361 0.302 0.134
H 20.9234 -10.2032 1.0003 -0.286 0.116 0.247
H 23.2370 -9.2364 1.5875 -0.717 0.739 0.110
H 24.6229 -9.8189 0.9504 -0.047 -1.182 -0.183
H 23.4773 -9.1034 -1.5282 -0.654 -0.376 0.273
H 23.1530 -7.8016 -0.3174 -0.212 -0.049 -0.367
H 24.7322 -8.4568 -0.6271 0.083 0.251 0.158
H 22.6872 -12.9093 0.9850 0.180 -0.055 -0.379
H 22.7409 -11.8466 2.2926 0.338 0.223 0.643
H 24.9664 -13.3094 1.7498 -0.206 -0.005 0.095
H 25.3370 -11.5997 1.9754 -0.361 -0.048 0.441
H 25.2096 -12.1489 0.3981 -0.263 -0.280 -0.356
C 18.8958 -11.1248 4.7902 -0.071 0.013 0.496
C 19.8279 -12.2326 4.3408 -0.923 -1.035 0.460
N 19.2623 -13.5757 4.5625 -0.373 -0.693 0.144
C 18.8074 -13.8961 5.9473 -0.955 -0.337 -0.285
C 18.1505 -15.3230 6.0678 0.798 0.843 -0.606
C 20.1651 -14.6208 4.0520 -0.115 -0.059 -0.228
C 21.4405 -14.9672 4.8278 -0.139 -0.244 0.217
H 18.0050 -11.0488 4.1668 0.255 0.109 -0.574
H 19.4802 -10.2048 4.7755 -0.417 0.233 0.074
H 18.4265 -11.2744 5.7626 0.641 0.082 0.326
H 19.9186 -12.0696 3.2669 0.438 -0.375 -0.179
H 20.8144 -12.2393 4.8044 0.256 0.753 0.114
H 19.5739 -13.7212 6.7024 0.627 -0.503 0.056
H 18.0396 -13.2217 6.3262 -0.203 0.372 -0.728
H 17.4242 -15.5331 5.2826 0.056 0.452 -0.245
H 18.9362 -16.0647 5.9244 -0.162 -0.303 0.548
H 17.5924 -15.4238 6.9987 0.497 -0.078 0.200
H 20.3994 -14.4112 3.0083 0.224 0.637 -0.163
H 19.6176 -15.5536 3.9169 -0.369 -0.052 0.389
H 21.9123 -15.8148 4.3307 0.112 -0.046 -0.080
H 21.1774 -15.3173 5.8260 -0.008 0.027 0.140
H 22.2299 -14.2233 4.9349 -0.277 0.241 -0.218
C 23.9280 -16.4626 -3.8337 0.530 0.318 -0.196
C 23.3989 -15.0639 -3.6487 0.098 0.709 0.118
N 24.4476 -14.0845 -3.2577 -0.440 0.948 0.475
C 25.4618 -13.7770 -4.2879 -0.483 -0.494 -0.286
C 26.7637 -13.2756 -3.7213 0.043 0.664 0.215
C 23.7950 -12.7836 -2.7377 0.148 -2.496 1.040
C 22.8556 -12.0550 -3.6180 -0.202 0.939 -2.235
H 24.5444 -16.3853 -4.7293 0.538 -0.712 0.285
H 23.2061 -17.2582 -4.0179 -0.398 0.429 -0.019
H 24.4613 -16.7316 -2.9220 0.472 -0.236 -0.311
H 22.9547 -14.7184 -4.5822 -0.607 -0.074 -0.026
H 22.6791 -15.0843 -2.8305 -0.344 0.381 -0.129
H 25.6812 -14.6428 -4.9126 -0.322 -0.218 0.102
H 25.0502 -13.0164 -4.9514 0.045 0.130 -0.352
H 27.2785 -13.9594 -3.0464 -0.262 -0.050 0.027
H 27.4638 -13.0177 -4.5160 -0.091 -0.005 -0.107
H 26.5169 -12.3510 -3.1994 0.478 0.060 0.292
H 24.5469 -12.1295 -2.2963 0.161 -0.045 -0.319
H 23.1895 -13.0953 -1.8866 0.190 -0.306 0.342
H 23.4209 -11.4908 -4.3598 0.019 0.703 0.181
H 22.1589 -11.4100 -3.0827 0.392 0.214 0.225
H 22.2144 -12.6107 -4.3022 -0.021 -0.832 0.499
O 12.4140 -15.3158 2.3581 2.063 -2.285 -1.664
C 13.1901 -16.1424 1.8490 -1.744 2.796 2.316
O 14.0021 -16.8745 2.6444 -0.202 -0.841 0.520
C 14.8413 -17.7787 1.9193 1.192 0.691 -0.701
C 14.4958 -17.4728 0.4573 0.983 -1.771 -0.701
C 13.4572 -16.4174 0.4008 -0.261 0.083 0.626
H 14.8720 -18.8487 2.1249 -1.720 -0.101 0.536
H 15.8835 -17.6142 2.1930 0.062 1.116 -0.166
H 14.0607 -18.3820 0.0424 0.502 -0.083 -0.398
H 15.3524 -17.1218 -0.1182 0.200 -0.577 0.001
H 12.5347 -16.8107 -0.0261 0.027 0.670 -0.364
H 13.9241 -15.5662 -0.0948 -0.977 0.355 -0.005
O 17.2329 -15.4894 2.7028 -0.704 1.366 -1.131
C 16.7559 -14.5164 2.1343 1.006 -2.691 2.716
O 16.9395 -14.3717 0.8049 0.514 -0.714 -0.556
C 16.2175 -13.2769 0.3586 -1.544 2.822 0.742
C 16.0754 -12.4123 1.6293 -0.511 1.619 0.093
C 15.9355 -13.4122 2.7649 -0.261 0.633 -1.408
H 15.2098 -13.5215 0.0229 -0.235 -0.664 0.211
H 16.5574 -12.6711 -0.4814 1.213 -0.560 0.031
H 15.2993 -11.6523 1.5385 -0.569 -0.435 -0.039
H 16.8939 -11.7608 1.9354 0.848 -0.310 -0.851
H 14.8849 -13.6834 2.8686 0.037 -0.508 0.178
H 16.3087 -12.9799 3.6933 0.210 -0.732 0.002
O 19.5018 -15.5611 -3.3327 -0.073 1.660 -0.373
C 19.1545 -14.4359 -3.6405 -0.087 -0.039 -0.241
O 19.8491 -13.3093 -3.3224 1.250 0.067 -0.127
C 19.2316 -12.0737 -3.7852 -1.728 -0.933 -0.271
C 17.7679 -12.5299 -3.8346 -0.903 0.769 -0.102
C 17.8181 -14.0014 -4.2575 0.643 0.147 1.318
H 19.4768 -11.7213 -4.7871 0.926 -0.618 -0.088
H 19.3985 -11.2290 -3.1168 0.254 -0.527 0.352
H 17.1514 -11.9505 -4.5218 0.186 0.120 -0.097
H 17.3147 -12.3546 -2.8589 -0.003 -0.441 0.148
H 17.7150 -14.0882 -5.3391 0.195 -0.449 0.159
H 17.1569 -14.6506 -3.6835 -0.653 0.145 -0.591
```
Positions in Å, forces in eV/Å.

- net charge = +1
- calculated total energy (a.u.) = -3953.6536